[1]
102
Properties=species:S:1:pos:R:3 method="wB97M-V/def2-TZVPD" molar_mass_g_mol=516.8 multiplicity=1 de_lowest_kj_mol=406.80 smiles=CC(C)O.CC(C)O.CC(C)O.CC(C)O.CCO.CCO.CCO.CCO.CCO.CCO e_tot_ev=-46462.5403
C -3.96873 1.55555 -0.61225
C -4.63596 0.72164 0.52464
C -5.81531 1.50322 0.99698
O -4.98645 -0.42564 -0.19656
H -2.96061 1.19218 -0.81159
H -3.87329 2.60389 -0.32946
H -4.42896 1.51480 -1.59948
H -3.96936 0.47139 1.34994
H -6.45854 1.88078 0.20211
H -5.34771 2.36632 1.47077
H -6.41616 0.92914 1.70232
H -4.29897 -1.05517 0.03293
C 2.77262 -1.73583 4.43633
C 1.85882 -0.47401 4.16773
C 0.54273 -0.39158 4.97798
O 2.63751 0.62037 4.59318
H 2.19930 -2.63160 4.19765
H 3.18354 -1.76982 5.44534
H 3.60846 -1.67760 3.73912
H 1.70503 -0.42740 3.08964
H -0.16218 -1.14863 4.63434
H 0.01783 0.56286 4.93766
H 0.69688 -0.50313 6.05125
H 2.06256 1.36708 4.77603
C -1.32569 2.61337 2.58876
C -1.98345 3.59306 3.58737
C -2.70795 2.84683 4.62497
O -0.97023 4.36920 4.04601
H -0.55176 2.00694 3.05926
H -0.92358 3.16300 1.73769
H -2.03602 1.88678 2.19428
H -2.67962 4.23096 3.04283
H -3.27875 3.54579 5.23630
H -1.99920 2.36017 5.29502
H -3.32163 2.05207 4.20089
H -1.29263 5.00990 4.68410
C -1.94802 -2.16300 2.06525
C -2.35980 -3.10396 0.89252
C -2.14839 -4.54361 1.28349
O -3.70535 -2.77476 0.54257
H -2.43429 -2.37170 3.01818
H -2.04068 -1.13957 1.70180
H -0.88796 -2.25494 2.30175
H -1.70022 -2.99778 0.03127
H -2.47493 -5.19786 0.47514
H -2.72784 -4.80392 2.16926
H -1.10815 -4.83327 1.43207
H -4.34378 -3.11561 1.17331
C 3.35788 2.76572 -4.59649
C 4.01741 1.39765 -4.36786
O 3.44947 0.91852 -3.16849
H 3.70559 3.17762 -5.54388
H 3.65616 3.45301 -3.80481
H 2.27469 2.86547 -4.66618
H 5.09303 1.56841 -4.32361
H 3.71724 0.69277 -5.14320
H 3.82292 0.03981 -3.06843
C 1.12231 -3.63037 -0.71389
C 2.10222 -4.80535 -0.47211
O 2.97392 -4.37700 0.53450
H 1.62870 -2.75456 -1.11966
H 0.63983 -3.35213 0.22306
H 0.38547 -3.98777 -1.43322
H 2.60781 -5.04623 -1.40723
H 1.47902 -5.64146 -0.15487
H 3.20605 -5.17254 1.01910
C 4.64432 1.75219 1.48778
C 4.37167 0.33221 1.12348
O 5.05611 0.15517 -0.10960
H 5.68742 2.06593 1.52800
H 4.27755 1.90494 2.50279
H 4.14660 2.50224 0.87313
H 3.31951 0.10366 0.95368
H 4.73514 -0.32909 1.91004
H 5.17046 -0.78961 -0.23582
C -1.25947 2.85726 -4.53457
C -2.11612 2.43520 -3.34166
O -1.66108 1.18930 -2.95877
H -1.52286 3.84379 -4.91596
H -1.48531 2.23206 -5.39841
H -0.17951 2.74529 -4.43843
H -3.15470 2.26620 -3.62606
H -1.99429 3.15499 -2.53225
H -0.82582 1.16307 -2.48625
C 0.92678 -2.11678 -4.36406
C 0.70464 -1.12839 -5.43734
O -0.42455 -1.45234 -6.25122
H 0.97285 -3.15886 -4.68038
H 0.19066 -2.06218 -3.56205
H 1.92300 -1.97071 -3.94656
H 1.62029 -0.95843 -6.00372
H 0.41701 -0.16710 -5.01156
H -1.21011 -1.29388 -5.72265
C -0.11319 -0.06480 -0.28997
C 1.06953 0.60087 -0.93031
O 0.81139 0.96704 -2.25748
H 0.14543 -0.52565 0.66335
H -0.49007 -0.86796 -0.92323
H -0.87251 0.68975 -0.08460
H 1.89502 -0.10521 -1.02043
H 1.32649 1.38586 -0.21908
H 1.64486 1.10551 -2.71329


[2]
15
Properties=species:S:1:pos:R:3 method="wB97M-V/def2-TZVPD" molar_mass_g_mol=83.1 multiplicity=1 de_lowest_kj_mol=357.91 smiles="C=NC(=C)CC" e_tot_ev=-6817.2855
C 0.49183 1.05046 -1.75026
N -0.17683 0.06382 -1.28181
C -0.81112 -0.47739 -0.16698
C -2.17300 -0.70674 -0.43371
C -0.01869 -0.01373 1.16015
C 1.44202 -0.39533 1.01454
H 0.37710 1.36096 -2.76715
H 0.95106 1.67951 -1.06578
H -2.93539 -0.60321 0.38105
H -2.30761 -1.07833 -1.43052
H -0.40971 -0.52817 1.94104
H 0.04245 1.12401 1.39314
H 1.77955 -0.31138 -0.08815
H 1.59031 -1.40315 1.41104
H 2.15803 0.23866 1.68340


[3]
42
Properties=species:S:1:pos:R:3 method="wB97M-V/def2-TZVPD" molar_mass_g_mol=372.4 multiplicity=1 de_lowest_kj_mol=27.25 e_tot_ev=-54714.8312 total_charge=+1
Al 0.16844 0.16328 -0.36185
O 3.66493 0.78881 -2.39053
C 2.71721 0.44734 -1.54042
O 1.52192 0.05171 -1.86795
C 2.95549 0.65377 -0.13159
C 4.10524 1.10351 0.49094
C 4.06551 1.35606 1.84951
C 2.92351 1.07623 2.59050
C 1.77462 0.73037 1.90024
N 1.85654 0.42900 0.58453
C 0.32301 0.70459 2.38157
O 0.06779 0.97642 3.56863
O -0.58517 0.33439 1.44823
H 3.25970 0.81188 -3.28984
H 4.97590 1.27258 -0.10002
H 4.96285 1.78372 2.27339
H 2.88420 1.22198 3.69667
C -3.81566 1.19541 0.16396
C -2.47666 1.37401 -0.42556
S -1.78609 0.27263 -1.56233
C -1.62081 2.38628 -0.05663
C -2.11857 3.24940 1.11145
S -0.02677 2.47627 -0.78306
H -4.36228 0.52424 -0.51057
H -4.45945 2.06111 0.17973
H -3.72296 0.69252 1.16301
H -3.09735 3.63844 0.94498
H -1.44361 4.06844 1.23454
H -2.13982 2.64007 2.01591
N -2.20067 -3.00129 -1.97698
C -1.08872 -3.66971 -1.14542
C 0.22780 -2.80938 -1.15503
N 0.29581 -1.85280 -0.03320
H -3.00417 -3.66374 -1.89416
H -1.92907 -2.88198 -2.99302
H -2.50975 -2.05034 -1.56994
H -0.96374 -4.64351 -1.67834
H -1.55913 -3.81451 -0.15323
H 0.38442 -2.31134 -2.10836
H 1.02316 -3.56311 -1.06897
H 1.14574 -2.08746 0.52553
H -0.39332 -2.13534 0.67366


[4]
36
Properties=species:S:1:pos:R:3 method="wB97M-V/def2-TZVPD" molar_mass_g_mol=740.7 multiplicity=4 s_squared=3.77 de_lowest_kj_mol=76.43 e_tot_ev=-56606.1670 total_charge=+2
Re 0.56809 0.56881 1.29456
I 0.92523 -0.11305 3.97518
C 2.72563 -0.96135 3.20321
I 3.24387 -0.04196 1.35114
H 2.59727 -1.97835 2.90503
H 3.64004 -0.78860 3.81982
C 1.91659 0.93998 -2.38769
C 0.53465 0.91499 -1.90156
N 0.01125 0.65764 -0.66458
C -1.40294 0.79990 -0.79503
C -1.71402 1.11908 -2.08804
N -0.47033 1.10135 -2.69728
C -2.99038 1.51802 -2.87414
O -4.06108 1.66174 -2.10298
O -2.89344 1.58124 -4.05767
C -2.16215 0.88876 0.47913
O -3.32630 1.15993 0.47995
O -1.45564 0.62461 1.57469
H 2.43738 0.07124 -1.85433
H 2.38244 1.85985 -2.07435
H 1.94521 0.77943 -3.40357
H -0.22764 1.45782 -3.63637
H -3.89741 1.61609 -1.12151
Cl 1.58564 3.17820 -0.08032
C 0.83345 2.62624 1.42073
H -0.15610 3.06652 1.57964
H 1.37403 3.14620 2.26390
N 0.07325 -3.77312 0.24814
C -1.08472 -3.54766 0.99980
C -0.90631 -2.31657 1.53694
N 0.30836 -1.73517 1.06588
C 0.89055 -2.72596 0.33918
H 0.35960 -4.67736 -0.03309
H -1.94181 -4.19475 1.14176
H -1.52025 -1.79832 2.26721
H 1.85802 -2.68545 -0.17342


[5]
90
Properties=species:S:1:pos:R:3 method="wB97M-V/def2-TZVPD" molar_mass_g_mol=1205.3 multiplicity=2 s_squared=0.76 e_tot_ev=-218192.7162 total_charge=-2
Hg -0.97410 -0.33873 -1.38826
Cl 0.92741 -3.26553 0.02144
C 2.07207 -3.50327 -1.29387
Cl 1.87582 -2.31489 -2.59803
H 1.90426 -4.48660 -1.71708
H 3.07792 -3.40479 -0.90261
S -2.87868 4.51531 -1.30278
As -2.02494 4.69794 0.91188
S -3.14749 2.49829 -0.80864
S -1.48016 2.43309 0.45287
S -0.21942 5.73422 0.77424
C 3.89851 0.82980 5.30686
C 3.25473 0.83629 3.94918
C 2.12630 1.59609 3.68348
C 1.54841 1.54513 2.42310
N 2.01293 0.78785 1.43279
C 3.09799 0.06251 1.69138
C 3.75338 0.05819 2.91040
H 3.57749 1.68765 5.89670
H 4.98643 0.84616 5.22634
H 3.61404 -0.07428 5.85125
H 1.68545 2.21686 4.45366
H 0.66707 2.13782 2.19837
H 3.45526 -0.55536 0.87078
H 4.63025 -0.56234 3.05625
F -6.40062 2.25859 4.23807
C -6.68771 1.10408 3.61577
F -7.53182 1.40338 2.60462
F -7.41819 0.36872 4.49102
C -5.47058 0.37142 3.14557
C -5.63698 -0.82453 2.46195
C -4.52787 -1.53102 2.02230
C -3.23792 -1.05076 2.24450
C -3.09522 0.13956 2.95554
C -4.19609 0.85182 3.40279
P -1.65433 -1.83784 1.67932
C -0.93625 -2.39073 3.19943
C -1.70952 -2.82979 4.33941
C -1.11192 -3.11657 5.53459
C 0.28980 -3.00134 5.70294
C 1.06641 -2.52014 4.59671
C 0.46340 -2.21470 3.41149
C 0.92893 -3.27650 6.97599
F 1.18447 -2.16386 7.77060
F 2.16621 -3.84599 6.85855
F 0.21187 -4.09340 7.78938
C -2.34024 -3.38826 0.91297
C -1.92623 -4.64406 1.35092
C -2.16726 -5.78382 0.59924
C -2.82090 -5.68283 -0.61986
C -3.26722 -4.44687 -1.06623
C -3.01858 -3.31299 -0.30670
C -3.02084 -6.91113 -1.45279
F -4.08473 -7.64911 -1.04954
F -3.23274 -6.62993 -2.75251
F -1.95904 -7.74336 -1.40367
H -6.63493 -1.19771 2.26457
H -4.67804 -2.46613 1.49735
H -2.09840 0.52128 3.14211
H -4.06227 1.78806 3.92667
H -2.78423 -2.93630 4.24231
H -1.71963 -3.43899 6.37220
H 2.13639 -2.39592 4.70833
H 1.06191 -1.82914 2.59712
H -1.40863 -4.71685 2.30114
H -1.83511 -6.75159 0.95490
H -3.79728 -4.36764 -2.00621
H -3.36387 -2.34961 -0.66566
C 4.05891 3.67725 -2.33058
N 4.01233 2.43553 -3.10438
C 3.11191 2.64587 -4.23877
N 1.78066 3.11725 -3.88207
C 1.91117 4.33009 -3.07143
N 2.76022 4.16455 -1.89615
C 2.14161 3.26571 -0.91192
P 1.82713 1.53199 -1.53534
C 3.54209 1.32292 -2.26483
C 1.03834 2.08640 -3.13919
H 4.51315 4.44609 -2.96402
H 4.69448 3.52204 -1.45524
H 3.01866 1.70510 -4.78736
H 3.57100 3.39207 -4.89492
H 0.92046 4.65191 -2.74763
H 2.35295 5.10959 -3.70003
H 1.19303 3.69774 -0.58194
H 2.79046 3.20469 -0.03405
H 3.55812 0.40469 -2.85874
H 4.24875 1.19089 -1.43951
H 0.04667 2.47729 -2.89453
H 0.89030 1.21282 -3.78083